1.
12
Properties=species:S:1:pos:R:3 method="wB97M-V/def2-TZVPD" e_lumo_ev=0.193 gap_ev=8.8 homo_ev=-8.6 energy_ha=-683.51473 charge=0 de_lowest_kcal_mol=58.47
C 0.150 1.029 0.893
C -1.168 0.811 1.434
C 0.848 0.210 -0.006
C -0.463 -1.094 -1.687
N 0.279 -0.811 -0.709
O -1.990 0.001 1.043
S -0.793 -2.711 -2.042
H 0.528 1.915 1.487
H -1.482 1.591 2.144
H 1.903 0.415 -0.176
H -0.773 -0.250 -2.333
H -0.417 -3.350 -1.001



2.
81
Properties=species:S:1:pos:R:3 method="wB97M-V/def2-TZVPD" e_lumo_ev="-2.856 / -5.820" gap_ev="4.4 / 3.5" homo_ev="-7.3 / -9.3" energy_ha=-7764.59659 charge=+1 de_lowest_kcal_mol=115.26 s2=15.815 multiplicity=8
Gd 5.552 -13.469 -14.698
Se 2.368 -15.736 -15.538
Se 4.688 -16.008 -16.308
C 4.628 -14.520 -17.545
C 3.840 -14.551 -18.730
C 3.944 -13.494 -19.617
C 4.770 -12.413 -19.292
C 5.341 -12.361 -18.054
N 5.305 -13.405 -17.208
C 2.224 -14.063 -14.669
C 0.988 -13.889 -13.982
C 0.714 -12.642 -13.469
C 1.473 -11.509 -13.891
C 2.601 -11.783 -14.675
N 3.109 -13.073 -14.822
H 3.118 -15.347 -18.929
H 3.390 -13.530 -20.533
H 4.768 -11.536 -19.968
H 5.860 -11.459 -17.682
H 0.379 -14.762 -13.797
H -0.116 -12.461 -12.788
H 1.244 -10.475 -13.612
H 3.230 -10.983 -15.082
I 5.946 -9.320 -14.441
C 6.784 -11.295 -14.406
H 7.174 -11.469 -13.394
H 7.577 -11.260 -15.159
C 6.094 -8.157 -8.631
C 5.372 -9.488 -8.726
C 3.950 -9.336 -8.780
C 3.127 -10.436 -9.040
C 3.620 -11.713 -9.096
C 5.034 -11.942 -9.019
N 5.595 -13.171 -9.436
C 4.737 -14.271 -9.651
C 4.112 -14.835 -8.490
C 3.297 -15.936 -8.590
C 3.127 -16.602 -9.834
C 3.671 -16.013 -10.970
C 4.491 -14.888 -10.882
C 4.897 -14.259 -12.191
O 5.139 -12.990 -12.326
O 4.908 -15.017 -13.257
C 5.901 -10.779 -8.752
C 7.369 -11.021 -8.594
H 5.563 -7.400 -9.264
H 7.158 -8.174 -8.960
H 5.998 -7.782 -7.569
H 3.552 -8.375 -8.532
H 2.067 -10.268 -9.299
H 2.901 -12.528 -9.200
H 6.379 -13.021 -10.067
H 4.359 -14.372 -7.517
H 2.857 -16.410 -7.712
H 2.554 -17.538 -9.841
H 3.497 -16.492 -11.977
H 7.884 -11.128 -9.574
H 7.650 -11.859 -7.956
H 7.780 -10.148 -8.115
C 8.064 -15.858 -17.299
C 8.703 -15.736 -15.912
P 8.550 -14.078 -15.231
C 9.662 -14.288 -13.728
C 10.422 -15.538 -13.378
C 9.645 -13.055 -16.360
C 11.036 -13.684 -16.722
H 7.458 -16.767 -17.470
H 8.868 -15.934 -18.020
H 7.367 -15.007 -17.490
H 9.768 -16.004 -15.862
H 8.196 -16.344 -15.109
H 9.014 -13.998 -12.831
H 10.419 -13.505 -13.881
H 9.914 -16.512 -13.385
H 10.796 -15.352 -12.367
H 11.359 -15.648 -13.964
H 9.754 -12.049 -15.937
H 9.002 -12.902 -17.275
H 11.438 -14.288 -15.918
H 11.747 -12.928 -17.042
H 10.900 -14.353 -17.562



3.
19
Properties=species:S:1:pos:R:3 method="wB97M-V/def2-TZVPD" e_lumo_ev=0.054 gap_ev=8.7 homo_ev=-8.7 energy_ha=-310.92798 charge=0 de_lowest_kcal_mol=82.39
C -2.380 -0.349 -1.344
C -1.073 0.285 -0.884
C 0.071 -0.729 -0.757
C 1.269 -0.072 -0.043
C 1.055 -0.026 1.412
C 1.815 1.022 2.108
O -0.311 -1.878 -0.040
H -3.175 0.399 -1.429
H -2.695 -1.115 -0.631
H -2.264 -0.834 -2.321
H -1.224 0.762 0.097
H -0.764 1.081 -1.577
H 0.364 -1.067 -1.760
H 1.616 0.859 -0.526
H 2.124 -0.779 -0.075
H 2.717 1.417 1.616
H 1.995 0.812 3.167
H 1.060 1.833 2.090
H -0.200 -1.621 0.897